No. 1
Formula: C30H43I2N2O6P2S2
Source: the OMol25 dataset
Level of theory: ωB97M-V with the def2-TZVPD basis set

Output
E_tot	-3804.1836	a.u.
F_max	1.09	eV/A

```
! wB97M-V def2-TZVPD RIJCOSX def2/J DEFGRID3
* xyz 1 1
C 2.24 -1.47 -1.34
C 0.80 -1.18 -1.77
I 0.65 -1.80 -3.80
C -0.15 -1.97 -0.80
I -0.99 -3.80 -1.53
C -1.17 -1.07 -0.16
N -0.90 -0.73 1.10
C -1.66 0.08 1.88
C -1.14 0.38 3.26
C -0.95 1.90 3.45
C 0.51 2.40 3.30
C 0.74 3.33 2.12
C 1.71 4.31 2.22
C 1.98 5.16 1.15
C 1.29 5.03 -0.04
C 0.31 4.05 -0.14
C 0.04 3.21 0.92
C -2.82 0.56 1.36
C -3.21 0.27 0.03
C -4.42 0.78 -0.54
P -5.44 1.79 0.64
N -5.02 3.38 0.10
O -6.98 1.58 0.11
C -4.71 0.48 -1.87
P -6.15 1.03 -2.89
C -7.50 -0.09 -2.31
O -6.52 2.52 -2.34
C -3.79 -0.31 -2.62
C -2.66 -0.82 -2.10
C -2.33 -0.56 -0.75
H 2.39 -2.55 -1.28
H 2.43 -1.07 -0.33
H 2.97 -1.06 -2.03
H 0.62 -0.11 -1.70
H 0.50 -2.33 0.00
H -0.04 -1.08 1.51
H -1.91 0.05 3.96
H -0.24 -0.22 3.40
H -1.34 2.18 4.43
H -1.55 2.44 2.72
H 1.16 1.54 3.18
H 0.79 2.93 4.21
H 2.28 4.42 3.13
H 2.74 5.92 1.27
H 1.50 5.68 -0.88
H -0.24 3.96 -1.07
H -0.72 2.45 0.80
H -3.42 1.19 2.00
H -5.85 3.97 0.12
H -4.42 3.75 0.83
H -7.51 1.47 0.90
H -7.13 -0.79 -1.57
H -8.30 0.49 -1.86
H -7.86 -0.63 -3.18
H -7.37 2.54 -1.90
H -4.04 -0.48 -3.66
H -2.02 -1.40 -2.75
C 3.71 -1.64 6.47
C 2.64 -1.09 7.42
C 1.53 -0.48 6.54
S 1.56 -1.39 5.00
O 1.95 -0.50 3.93
O 0.37 -2.20 4.86
C 2.96 -2.43 5.40
H 4.43 -2.27 6.99
H 4.26 -0.81 6.01
H 2.23 -1.90 8.02
H 3.04 -0.34 8.10
H 0.54 -0.59 6.99
H 1.72 0.57 6.31
H 3.54 -2.61 4.50
H 2.57 -3.37 5.79
C 4.29 -3.53 -7.60
C 3.37 -3.29 -6.39
C 4.22 -2.70 -5.27
S 5.57 -1.81 -6.09
O 6.81 -2.46 -5.76
O 5.39 -0.40 -5.89
C 5.10 -2.25 -7.76
H 3.72 -3.76 -8.50
H 4.95 -4.37 -7.40
H 2.58 -2.59 -6.67
H 2.88 -4.21 -6.07
H 3.67 -1.99 -4.66
H 4.67 -3.47 -4.65
H 6.00 -2.38 -8.36
H 4.50 -1.44 -8.16
*
```

No. 2
Formula: C30H43MnN11O2PS
Source: the OMol25 dataset
Level of theory: ωB97M-V with the def2-TZVPD basis set

Output
energy above the lowest of the compared OMol25 structures with the same formula, charge and spin	0.0	kJ/mol
⟨S²⟩	8.7520
F_max	1.71	eV/A

```
! wB97M-V def2-TZVPD RIJCOSX def2/J DEFGRID3
* xyz 1 6
Mn 0.29 0.55 -0.25
S -4.70 0.49 5.88
N -5.03 0.47 4.32
C -3.87 0.37 3.69
C -3.72 0.36 2.25
C -4.78 0.40 1.34
C -4.49 0.30 0.00
C -3.16 0.24 -0.39
N -2.13 0.27 0.43
C -2.40 0.31 1.76
C -1.23 0.25 2.66
N 0.00 0.20 2.07
C 1.05 -0.01 2.86
C 0.96 -0.02 4.24
C -0.23 0.12 4.86
C -1.38 0.21 4.06
C -2.75 0.30 4.57
N -3.08 0.36 5.85
H -5.78 0.46 1.72
H -5.25 0.36 -0.77
H -2.99 0.31 -1.46
H 1.99 0.01 2.32
H 1.88 -0.15 4.81
H -0.33 0.11 5.93
C -0.50 3.41 1.06
N -0.46 2.84 -0.29
C -1.79 3.08 -0.90
C 0.61 3.48 -1.07
C 0.77 2.84 -2.43
N 1.16 1.41 -2.34
C 2.62 1.32 -2.38
C 0.69 0.70 -3.50
H -0.69 4.49 1.06
H 0.49 3.26 1.53
H -1.29 2.96 1.67
H -1.95 4.16 -1.12
H -2.56 2.74 -0.24
H -1.85 2.53 -1.83
H 1.54 3.39 -0.50
H 0.39 4.56 -1.18
H 1.49 3.45 -3.00
H -0.14 2.95 -3.02
H 3.00 1.60 -3.36
H 2.91 0.27 -2.26
H 3.10 1.93 -1.62
H 1.16 1.12 -4.39
H -0.41 0.79 -3.57
H 0.95 -0.35 -3.39
C 3.20 -2.65 -1.74
P 2.98 -1.80 -0.15
C 4.43 -0.76 0.08
C 3.04 -3.01 1.14
O 1.67 -1.05 -0.16
H 4.12 -3.24 -1.73
H 3.22 -1.92 -2.58
H 2.30 -3.20 -1.96
H 5.28 -1.42 -0.01
H 4.46 -0.24 1.04
H 4.55 0.02 -0.67
H 3.88 -3.69 0.92
H 2.13 -3.64 1.15
H 3.20 -2.58 2.12
C -2.89 -3.70 -0.56
N -1.74 -2.77 -0.60
C -1.02 -2.66 0.67
C -1.37 -2.07 -1.68
O -0.74 -1.00 -1.62
N -1.87 -2.55 -2.89
C -1.88 -1.63 -4.02
C -1.49 -3.92 -3.31
H -3.44 -3.43 0.33
H -2.55 -4.74 -0.44
H -3.51 -3.58 -1.46
H -1.68 -2.33 1.48
H -0.19 -1.95 0.55
H -0.60 -3.63 0.97
H -2.23 -0.63 -3.71
H -2.61 -2.01 -4.74
H -0.88 -1.51 -4.49
H -1.34 -4.51 -2.38
H -0.52 -3.92 -3.88
H -2.28 -4.35 -3.93
N 2.22 1.67 0.66
C 3.05 2.28 1.18
C 4.11 2.95 1.80
C 4.43 2.60 3.15
N 4.69 2.32 4.23
C 4.67 4.05 1.06
N 5.07 4.97 0.50
*
```